# C68H160B6F24N9O8

A 15-piece molecular cluster, C68H160B6F24N9O8 overall in a non-equilibrium geometry (ωB97M-V/def2-TZVPD, the OMol25 dataset).

Output
HOMO level: -14.65 eV
electronic energy: -6328.0035 hartree
lowest unoccupied orbital energy: -4.27 eV
charge: +3
frontier orbital gap: 0.3815 hartree

Each atom is followed by the atoms it is bonded to, with distances in Å.
Geometry (Å):
1 F 16.58 17.29 13.16  B115 1.347
2 F 14.75 16.03 23.35  B112 1.367
3 F 20.14 11.06 18.74  B110 1.441
4 F 17.28 18.02 11.11  B115 1.464
5 F 13.07 17.63 23.76  B112 1.423
6 F 20.29 20.01 22.20  B114 1.436
7 F 18.01 19.38 22.06  B114 1.379
8 F 17.50 14.39 23.91  B111 1.428
9 F 15.63 16.27 11.47  B115 1.427
10 F 19.43 13.11 19.50  B110 1.392
11 F 13.03 16.20 16.22  B113 1.434
12 F 13.50 14.27 15.03  B113 1.441
13 F 12.11 14.06 16.81  B113 1.423
14 F 12.72 15.80 22.45  B112 1.368
15 F 18.15 12.17 23.65  B111 1.363
16 F 19.53 18.02 23.06  B114 1.450
17 F 17.98 11.75 18.29  B110 1.423
18 F 11.29 15.15 14.99  B113 1.421
19 F 19.71 18.44 20.76  B114 1.394
20 F 15.20 18.61 11.79  B115 1.452
21 F 19.80 12.94 17.29  B110 1.457
22 F 14.08 17.51 21.73  B112 1.455
23 F 19.21 13.73 22.48  B111 1.472
24 F 19.38 13.53 24.87  B111 1.361
25 O 23.28 18.15 24.17  C50 1.385, C66 1.442
26 O 20.04 9.71 23.05  C93 1.179
27 O 20.34 14.94 13.88  C70 1.354, C97 1.391
28 O 16.63 17.81 26.83  C63 1.186
29 O 22.63 16.13 20.65  C64 1.420, C76 1.431
30 O 17.88 22.95 13.27  C57 1.470, C82 1.400
31 O 17.44 11.01 14.68  C45 1.402, C80 1.354
32 O 17.46 21.63 9.26  C53 1.441, C101 1.415
33 N 15.64 15.20 19.06  C68 1.482, C69 1.542, C95 1.487, C106 1.594
34 N 19.92 12.57 14.65  C51 1.460, C100 1.521, H179 1.018, H238 1.056
35 N 22.74 18.66 21.55  C44 1.522, C67 1.513, H205 1.038, H236 1.019
36 N 10.83 17.81 19.17  C46 1.503, C72 1.509, C108 1.543, C109 1.576
37 N 12.43 14.82 10.38  C43 1.580, C74 1.535, C77 1.520, C94 1.494
38 N 16.89 20.70 11.88  C88 1.529, C98 1.504, H230 1.069, H251 1.035
39 N 17.76 17.10 24.87  C59 1.472, C63 1.589, H182 1.070, H224 1.045
40 N 14.35 13.30 26.78  C48 1.497, C79 1.587, C92 1.483, C107 1.551
41 N 20.59 11.48 21.51  C65 1.536, C93 1.642, H193 0.971, H233 1.026
42 C 11.08 19.99 20.48  C46 1.587, C86 1.513, H143 1.120, H250 1.087
43 C 13.58 13.76 10.15  N37 1.580, C73 1.543, H140 1.039, H148 1.164
44 C 23.33 19.79 22.39  N35 1.522, C50 1.512, H181 1.098, H270 1.063
45 C 16.31 10.19 14.83  O31 1.402, H147 1.068, H196 1.133, H215 1.065
46 C 11.72 18.59 20.10  N36 1.503, C42 1.587, H199 1.100, H213 1.088
47 C 12.42 12.45 25.58  C56 1.582, C107 1.456, H126 1.093, H145 1.119
48 C 14.88 11.95 27.16  N40 1.497, C85 1.520, H131 1.084, H167 1.091
49 C 15.85 18.80 24.72  C63 1.500, H190 1.021, H198 1.087, H263 1.094
50 C 22.96 19.45 23.82  O25 1.385, C44 1.512, H174 1.133, H232 1.074
51 C 19.68 11.31 13.96  N34 1.460, C80 1.550, H170 1.098, H214 1.100
52 C 14.51 14.53 28.83  C91 1.578, C92 1.544, H122 1.079, H156 1.129
53 C 18.06 21.32 7.98  O32 1.441, H176 1.102, H203 1.059, H220 1.084
54 C 18.36 10.23 21.40  C93 1.461, H195 1.105, H200 1.095, H247 1.121
55 C 11.91 18.69 17.00  C90 1.510, C108 1.577, H171 1.082, H231 1.121
56 C 11.16 13.00 24.79  C47 1.582, C81 1.500, H142 1.069, H186 1.108
57 C 17.99 24.38 12.97  O30 1.470, H207 1.100, H248 1.145, H261 1.043
58 C 10.40 15.40 18.97  C72 1.531, C99 1.515, H149 1.105, H201 1.071
59 C 18.88 16.65 25.70  N39 1.472, H121 1.095, H138 1.150, H264 1.074
60 C 16.53 17.44 19.20  C68 1.571, C105 1.550, H130 1.100, H194 1.073
61 C 11.27 14.38 8.15  C77 1.508, C84 1.538, H249 1.112, H272 1.067
62 C 11.72 16.38 12.19  C74 1.596, C96 1.497, H123 1.036, H267 1.098
63 C 16.68 17.97 25.65  O28 1.186, N39 1.589, C49 1.500
64 C 22.46 17.15 19.67  O29 1.420, C67 1.562, H229 1.050, H239 1.116
65 C 21.86 11.50 22.38  N41 1.536, H120 1.085, H271 1.056, H274 1.072
66 C 24.68 17.82 24.18  O25 1.442, H125 1.051, H132 1.154, H169 1.124
67 C 23.09 18.51 20.09  N35 1.513, C64 1.562, H180 1.089, H246 1.123
68 C 15.25 16.61 18.82  N33 1.482, C60 1.571, H210 1.067, H243 1.114
69 C 14.43 14.24 19.03  N33 1.542, C89 1.528, H226 1.105, H259 1.089
70 C 20.26 16.19 13.37  O27 1.354, H146 1.110, H160 1.082, H162 1.078
71 C 13.49 11.96 19.24  C87 1.545, C89 1.534, H159 1.096, H163 1.112
72 C 11.49 16.48 18.89  N36 1.509, C58 1.531, H128 1.046, H154 1.083
73 C 13.32 12.26 10.37  C43 1.543, C103 1.474, H117 1.057, H137 1.090
74 C 12.14 14.87 11.89  N37 1.535, C62 1.596, H178 1.110, H241 1.069
75 C 11.16 21.04 16.20  C90 1.527, H168 1.094, H185 1.062, H258 1.062
76 C 21.44 15.52 21.15  O29 1.431, H118 1.056, H173 1.132, H225 1.079
77 C 11.14 14.50 9.65  N37 1.520, C61 1.508, H165 1.069, H269 1.087
78 C 9.77 14.24 5.96  C84 1.569, H124 1.072, H204 1.100, H234 1.057
79 C 15.56 14.31 26.64  N40 1.587, C91 1.470, H116 1.118, H144 1.088
80 C 18.23 10.88 13.59  O31 1.354, C51 1.550, H175 1.111, H188 1.149
81 C 11.28 12.73 23.32  C56 1.500, H152 1.108, H235 1.062, H237 1.082
82 C 16.61 22.43 13.57  O30 1.400, C98 1.497, H166 1.051, H253 1.098
83 C 17.14 14.51 15.54  C102 1.504, H184 1.080, H222 1.096, H254 1.200
84 C 9.87 14.38 7.52  C61 1.538, C78 1.569, H119 1.116, H136 1.114
85 C 15.71 11.23 26.11  C48 1.520, C104 1.531, H134 1.073, H209 1.119
86 C 12.02 20.57 21.52  C42 1.513, H153 1.120, H183 1.062, H256 1.094
87 C 13.53 10.46 19.63  C71 1.545, H164 1.084, H257 1.037, H275 1.143
88 C 15.78 21.07 10.89  N38 1.529, C101 1.547, H221 1.092, H244 1.101
89 C 14.68 12.85 19.61  C69 1.528, C71 1.534, H172 1.121, H218 1.095
90 C 12.17 20.18 16.95  C55 1.510, C75 1.527, H202 1.104, H216 1.089
91 C 15.83 14.79 28.00  C52 1.578, C79 1.470, H227 1.081, H242 1.086
92 C 13.51 13.86 27.86  N40 1.483, C52 1.544, H129 1.089, H155 1.103
93 C 19.64 10.27 22.10  O26 1.179, N41 1.642, C54 1.461
94 C 13.02 16.16 10.11  N37 1.494, C96 1.523, H187 1.078, H197 1.046
95 C 16.36 15.21 20.36  N33 1.487, C105 1.586, H150 1.076, H158 1.085
96 C 12.34 17.14 11.06  C62 1.497, C94 1.523, H265 1.086, H266 1.085
97 C 21.52 14.23 13.69  O27 1.391, C100 1.531, H211 1.107, H252 1.137
98 C 16.58 20.95 13.33  N38 1.504, C82 1.497, H191 1.109, H192 1.096
99 C 9.59 15.93 20.13  C58 1.515, C109 1.485, H177 1.097, H273 1.078
100 C 21.37 13.03 14.63  N34 1.521, C97 1.531, H240 1.129, H245 1.064
101 C 16.22 20.96 9.41  O32 1.415, C88 1.547, H228 1.061, H262 1.081
102 C 16.17 15.19 16.46  C83 1.504, C106 1.495, H206 1.091, H219 1.098
103 C 14.64 11.60 10.39  C73 1.474, H151 1.080, H189 1.130, H268 1.109
104 C 16.74 10.44 26.92  C85 1.531, H208 1.108, H255 1.067, H260 1.077
105 C 17.05 16.64 20.43  C60 1.550, C95 1.586, H141 1.057, H212 1.068
106 C 16.61 14.83 17.85  N33 1.594, C102 1.495, H133 1.114, H223 1.064
107 C 13.55 13.35 25.45  N40 1.551, C47 1.456, H157 1.111, H217 1.125
108 C 10.57 18.50 17.81  N36 1.543, C55 1.577, H127 1.143, H139 1.095
109 C 9.50 17.39 19.91  N36 1.576, C99 1.485, H135 1.061, H161 1.046
110 B 19.32 12.20 18.45  F3 1.441, F10 1.392, F17 1.423, F21 1.457
111 B 18.57 13.46 23.78  F8 1.428, F15 1.363, F23 1.472, F24 1.361
112 B 13.66 16.70 22.87  F2 1.367, F5 1.423, F14 1.368, F22 1.455
113 B 12.47 14.96 15.76  F11 1.434, F12 1.441, F13 1.423, F18 1.421
114 B 19.32 18.97 21.99  F6 1.436, F7 1.379, F16 1.450, F19 1.394
115 B 16.15 17.52 11.90  F1 1.347, F4 1.464, F9 1.427, F20 1.452
116 H 16.33 13.77 26.04  C79 1.118
117 H 12.86 12.02 11.30  C73 1.057
118 H 21.70 14.93 21.99  C76 1.056
119 H 9.32 15.33 7.71  C84 1.116
120 H 22.08 10.45 22.58  C65 1.085
121 H 18.47 15.88 26.37  C59 1.095
122 H 14.16 15.41 29.33  C52 1.079
123 H 10.68 16.38 12.21  C62 1.036
124 H 10.32 13.37 5.67  C78 1.072
125 H 24.77 17.02 24.85  C66 1.051
126 H 12.17 12.55 26.64  C47 1.093
127 H 9.98 19.46 18.02  C108 1.143
128 H 12.05 16.55 18.01  C72 1.046
129 H 12.84 13.11 28.27  C92 1.089
130 H 16.37 18.51 19.36  C60 1.100
131 H 15.45 12.14 28.06  C48 1.084
132 H 25.25 18.80 24.43  C66 1.154
133 H 17.52 15.40 18.13  C106 1.114
134 H 15.10 10.70 25.41  C85 1.073
135 H 9.44 17.92 20.82  C109 1.061
136 H 9.25 13.59 8.01  C84 1.114
137 H 12.74 11.83 9.56  C73 1.090
138 H 19.21 17.51 26.40  C59 1.150
139 H 9.85 17.82 17.35  C108 1.095
140 H 13.88 13.89 9.16  C43 1.039
141 H 18.10 16.62 20.55  C105 1.057
142 H 11.07 14.03 25.08  C56 1.069
143 H 11.07 20.75 19.65  C42 1.120
144 H 15.23 15.13 26.01  C79 1.088
145 H 12.75 11.40 25.41  C47 1.119
146 H 19.22 16.48 13.60  C70 1.110
147 H 15.74 10.63 15.62  C45 1.068
148 H 14.41 14.06 10.92  C43 1.164
149 H 9.83 15.33 18.03  C58 1.105
150 H 15.68 15.20 21.19  C95 1.076
151 H 15.26 12.04 11.15  C103 1.080
152 H 11.36 11.64 23.18  C81 1.108
153 H 11.98 20.02 22.49  C86 1.120
154 H 12.24 16.22 19.62  C72 1.083
155 H 12.92 14.67 27.40  C92 1.103
156 H 14.70 13.73 29.60  C52 1.129
157 H 14.23 13.04 24.63  C107 1.111
158 H 17.12 14.44 20.39  C95 1.085
159 H 12.60 12.31 19.77  C71 1.096
160 H 20.49 16.18 12.31  C70 1.082
161 H 8.73 17.69 19.27  C109 1.046
162 H 20.96 16.87 13.83  C70 1.078
163 H 13.30 12.05 18.15  C71 1.112
164 H 13.42 10.27 20.69  C87 1.084
165 H 10.42 15.16 10.09  C77 1.069
166 H 15.85 23.01 13.13  C82 1.051
167 H 14.06 11.34 27.55  C48 1.091
168 H 11.27 20.85 15.12  C75 1.094
169 H 24.98 17.41 23.17  C66 1.124
170 H 20.18 11.38 12.98  C51 1.098
171 H 12.73 18.15 17.45  C55 1.082
172 H 14.95 12.84 20.70  C89 1.121
173 H 21.05 14.92 20.27  C76 1.132
174 H 23.52 20.22 24.42  C50 1.133
175 H 17.92 11.60 12.80  C80 1.111
176 H 18.83 22.10 7.87  C53 1.102
177 H 8.57 15.52 20.18  C99 1.097
178 H 11.36 14.12 12.14  C74 1.110
179 H 19.40 13.35 14.26  N34 1.018
180 H 24.15 18.53 19.84  C67 1.089
181 H 24.41 19.59 22.32  C44 1.098
182 H 17.30 16.22 24.47  N39 1.070
183 H 11.80 21.57 21.80  C86 1.062
184 H 16.85 13.51 15.25  C83 1.080
185 H 11.20 22.09 16.33  C75 1.062
186 H 10.30 12.38 25.09  C56 1.108
187 H 12.93 16.43 9.07  C94 1.078
188 H 18.30 9.82 13.15  C80 1.149
189 H 15.01 11.73 9.33  C103 1.130
190 H 15.26 19.47 25.22  C49 1.021
191 H 15.61 20.44 13.50  C98 1.109
192 H 17.32 20.43 13.94  C98 1.096
193 H 20.75 11.35 20.56  N41 0.971
194 H 17.31 17.37 18.47  C60 1.073
195 H 18.50 9.76 20.41  C54 1.105
196 H 15.69 10.22 13.88  C45 1.133
197 H 14.04 16.07 10.30  C94 1.046
198 H 16.49 19.26 23.97  C49 1.087
199 H 11.92 17.99 21.00  C46 1.100
200 H 17.67 9.74 22.09  C54 1.095
201 H 10.79 14.40 19.01  C58 1.071
202 H 13.22 20.32 16.64  C90 1.104
203 H 17.34 21.39 7.21  C53 1.059
204 H 8.72 14.16 5.63  C78 1.100
205 H 21.71 18.80 21.58  N35 1.038
206 H 15.17 14.78 16.30  C102 1.091
207 H 17.86 25.00 13.87  C57 1.100
208 H 17.40 9.81 26.30  C104 1.108
209 H 16.31 11.97 25.52  C85 1.119
210 H 14.91 16.70 17.81  C68 1.067
211 H 21.56 13.99 12.61  C97 1.107
212 H 16.66 17.05 21.34  C105 1.068
213 H 12.67 18.73 19.59  C46 1.088
214 H 20.29 10.58 14.50  C51 1.100
215 H 16.52 9.20 15.16  C45 1.065
216 H 12.19 20.56 17.97  C90 1.089
217 H 13.23 14.41 25.26  C107 1.125
218 H 15.54 12.52 19.02  C89 1.095
219 H 16.29 16.27 16.33  C102 1.098
220 H 18.46 20.31 8.04  C53 1.084
221 H 14.88 20.52 11.15  C88 1.092
222 H 18.07 14.46 16.12  C83 1.096
223 H 16.80 13.79 17.99  C106 1.064
224 H 18.11 17.55 24.00  N39 1.045
225 H 20.76 16.30 21.44  C76 1.079
226 H 13.73 14.67 19.77  C69 1.105
227 H 16.28 15.77 28.08  C91 1.081
228 H 15.43 21.47 8.91  C101 1.061
229 H 22.89 16.78 18.78  C64 1.050
230 H 17.06 19.65 11.75  N38 1.069
231 H 11.86 18.29 15.95  C55 1.121
232 H 21.89 19.58 23.90  C50 1.074
233 H 20.06 12.34 21.69  N41 1.026
234 H 10.27 15.10 5.62  C78 1.057
235 H 10.42 13.12 22.83  C81 1.062
236 H 22.96 17.75 21.94  N35 1.019
237 H 12.11 13.27 22.88  C81 1.082
238 H 19.54 12.59 15.63  N34 1.056
239 H 21.37 17.31 19.49  C64 1.116
240 H 21.97 12.09 14.43  C100 1.129
241 H 13.04 14.69 12.42  C74 1.069
242 H 16.59 14.19 28.50  C91 1.086
243 H 14.48 16.82 19.59  C68 1.114
244 H 15.63 22.13 11.15  C88 1.101
245 H 21.55 13.43 15.60  C100 1.064
246 H 22.70 19.41 19.54  C67 1.123
247 H 18.13 11.29 21.11  C54 1.121
248 H 17.18 24.71 12.23  C57 1.145
249 H 11.76 15.32 7.80  C61 1.112
250 H 10.10 19.74 20.86  C42 1.087
251 H 17.77 21.18 11.62  N38 1.035
252 H 22.45 14.83 13.92  C97 1.137
253 H 16.39 22.50 14.64  C82 1.098
254 H 17.27 15.15 14.54  C83 1.200
255 H 16.30 9.89 27.72  C104 1.067
256 H 13.05 20.59 21.17  C86 1.094
257 H 14.45 10.02 19.46  C87 1.037
258 H 10.19 20.75 16.51  C75 1.062
259 H 14.24 14.19 17.96  C69 1.089
260 H 17.39 11.19 27.34  C104 1.077
261 H 18.89 24.49 12.45  C57 1.043
262 H 16.32 19.94 9.05  C101 1.081
263 H 15.14 18.12 24.23  C49 1.094
264 H 19.70 16.34 25.08  C59 1.074
265 H 13.14 17.76 11.45  C96 1.086
266 H 11.61 17.78 10.58  C96 1.085
267 H 12.05 16.78 13.16  C62 1.098
268 H 14.58 10.50 10.55  C103 1.109
269 H 10.92 13.50 10.00  C77 1.087
270 H 23.08 20.77 22.07  C44 1.063
271 H 22.72 11.94 21.96  C65 1.056
272 H 11.68 13.43 7.92  C61 1.067
273 H 10.03 15.67 21.08  C99 1.078
274 H 21.61 11.95 23.31  C65 1.072
275 H 12.73 9.82 19.12  C87 1.143

These are the Mulliken partial charges, in e, on atoms 1 to 99:
1. F -0.2326
2. F 0.4903
3. F -0.4149
4. F -0.4467
5. F -0.3087
6. F -0.3216
7. F -0.2401
8. F -0.0339
9. F -0.2597
10. F 0.3478
11. F -0.2238
12. F -0.4538
13. F -0.3192
14. F -0.3834
15. F -0.4541
16. F -0.3633
17. F -0.3197
18. F -0.3288
19. F -0.1663
20. F -0.3233
21. F -0.6714
22. F -0.0672
23. F -0.4222
24. F -0.2753
25. O -0.4164
26. O -0.4666
27. O -0.3074
28. O -0.5104
29. O -0.6349
30. O -0.3814
31. O 0.0211
32. O -0.3358
33. N 1.1984
34. N 0.8556
35. N 0.4445
36. N 0.9877
37. N 1.1590
38. N 0.3269
39. N 1.8702
40. N 0.8404
41. N 0.5920
42. C -0.3353
43. C -0.6070
44. C -0.6771
45. C -0.7661
46. C -1.1001
47. C -0.8230
48. C -1.3824
49. C -0.6841
50. C -0.5493
51. C -0.8859
52. C -1.0696
53. C -0.8026
54. C -0.3401
55. C 1.5084
56. C -0.7062
57. C -0.7480
58. C -0.9020
59. C -0.9110
60. C -1.8308
61. C 0.0301
62. C -0.4046
63. C 0.8237
64. C -0.3385
65. C -0.9107
66. C -0.6476
67. C -0.7496
68. C 0.2084
69. C -0.0575
70. C -0.6337
71. C 0.0604
72. C 0.9134
73. C -0.3651
74. C -1.0414
75. C -1.5117
76. C -0.0084
77. C -1.4774
78. C -1.3425
79. C 1.1423
80. C -0.3711
81. C -0.8714
82. C -0.7798
83. C -1.4426
84. C -0.7116
85. C 0.3831
86. C -1.3404
87. C -1.6568
88. C -0.6713
89. C 0.7007
90. C -0.5681
91. C -0.8472
92. C -0.7600
93. C 0.5844
94. C -0.6975
95. C 0.4429
96. C 0.3619
97. C -0.7486
98. C -0.4716
99. C -0.5773